{
  "formula": "C20H19NO3S",
  "method": "ωB97M-V/def2-TZVPD",
  "smiles": "COC(=O)C1=C(SC)N(c2ccccc2)[C@@H](c2ccccc2)CC1=O",
  "e_above_lowest_ev": 1.479,
  "lumo_energy_ha": 0.005,
  "elements": ["C", "H", "H", "H", "O", "C", "O", "C", "C", "N", "C", "C", "C", "C", "C", "C", "H", "H", "H", "H", "H", "C", "C", "C", "C", "C", "C", "C", "H", "H", "H", "H", "H", "C", "C", "O", "H", "H", "H", "S", "C", "H", "H", "H"],
  "coordinates": [[1.5813, 0.8609, -4.4464], [2.6149, 1.1771, -4.2897], [1.5667, 0.0518, -5.1793], [0.9734, 1.6971, -4.7825], [1.0137, 0.4235, -3.2211], [1.5169, -0.7175, -2.7196], [2.3715, -1.3657, -3.2566], [0.8526, -1.0549, -1.4299], [0.9707, -0.2352, -0.3465], [0.2529, -0.4226, 0.7986], [0.8243, -0.2967, 2.0743], [2.1840, -0.5440, 2.2608], [2.7508, -0.4060, 3.5133], [1.9727, -0.0402, 4.5990], [0.6178, 0.1848, 4.4231], [0.0436, 0.0619, 3.1716], [-1.0123, 0.2524, 3.0508], [0.0013, 0.4649, 5.2641], [2.4170, 0.0621, 5.5770], [3.8049, -0.5993, 3.6419], [2.7909, -0.8510, 1.4225], [-0.9769, -1.2012, 0.6081], [-1.9436, -0.3660, -0.2117], [-2.4745, -0.7815, -1.4246], [-3.3195, 0.0500, -2.1414], [-3.6462, 1.3044, -1.6602], [-3.1284, 1.7250, -0.4470], [-2.2862, 0.8950, 0.2682], [-1.8866, 1.2331, 1.2140], [-3.3793, 2.7008, -0.0572], [-4.3008, 1.9514, -2.2246], [-3.7188, -0.2880, -3.0857], [-2.2372, -1.7510, -1.8298], [-0.5904, -2.5331, -0.0232], [0.1271, -2.3170, -1.3532], [0.0813, -3.1363, -2.2441], [-1.4583, -3.1750, -0.1718], [0.1030, -3.0611, 0.6395], [-1.4102, -1.3804, 1.5980], [2.0620, 1.1509, -0.4332], [1.1857, 2.3825, 0.5808], [1.3096, 2.1721, 1.6389], [1.6404, 3.3370, 0.3362], [0.1379, 2.3849, 0.2985]]
}